Entry from OMol25: the molecule C3H6N2O2S in a non-equilibrium geometry (wB97M-V/def2-TZVPD).

maximum force	0.094	Eh/bohr
total charge	0
HOMO-LUMO gap (alpha / beta)	8.18 / 8.19	eV
ΔE to the lowest compared entry with this formula, charge and spin	131.1	kcal/mol

Each line ends with the Löwdin charge.
CARTESIAN COORDINATES (ANGSTROEM)
C (0.168, -1.706, -0.179)  -0.1837
C (1.042, -0.642, 0.583)  -0.2165
C (0.638, 1.647, -0.247)  -0.1927
N (-1.006, -1.528, -0.483)  -0.0208
N (0.434, 0.662, 0.717)  -0.1054
O (-2.925, -0.302, 1.070)  -0.3183
O (-2.181, 0.691, -0.957)  -0.3397
S (-1.797, -0.067, 0.187)  0.7853
H (0.551, -2.577, -0.472)  0.0811
H (1.221, -1.175, 1.572)  0.1365
H (1.933, -0.761, -0.045)  0.1163
H (0.922, 2.559, 0.159)  0.0469
H (1.392, 1.444, -1.190)  0.1426
H (-0.393, 1.755, -0.716)  0.0686

Entry from OMol25: a cluster of 2 separate species, C3H7Cl2O in total in a non-equilibrium geometry (wB97M-V/def2-TZVPD).

maximum force	0.095	Eh/bohr
total charge	0
HOMO-LUMO gap (alpha / beta)	10.82 / 7.52	eV
2S+1	2
ΔE to the lowest compared entry with this formula, charge and spin	29.8	kcal/mol

Each line ends with the Löwdin spin population.
CARTESIAN COORDINATES (ANGSTROEM)
H (1.209, -0.336, -0.382)  0.0087
C (0.312, -1.009, -0.391)  0.0231
C (-0.949, -0.131, -0.400)  0.0036
C (-0.919, 0.786, 0.831)  0.0025
Cl (-2.099, 2.089, 0.839)  0.0007
Cl (-2.388, -1.135, -0.459)  0.0047
H (0.379, -1.642, -1.288)  -0.0006
H (0.379, -1.624, 0.519)  0.0000
H (-1.010, 0.498, -1.290)  0.0001
H (-1.092, 0.207, 1.736)  0.0001
H (0.087, 1.232, 0.865)  0.0031
O (2.531, 0.416, -0.255)  0.9458
H (3.558, 0.651, -0.325)  0.0084

Entry from OMol25: the molecule CH4N2O2 in a non-equilibrium geometry (wB97M-V/def2-TZVPD).

maximum force	0.069	Eh/bohr
total charge	0
HOMO-LUMO gap (alpha / beta)	9.03 / 9.07	eV
ΔE to the lowest compared entry with this formula, charge and spin	127.9	kcal/mol

Each line ends with the Löwdin charge.
CARTESIAN COORDINATES (ANGSTROEM)
C (-0.266, 0.426, -0.178)  -0.0262
N (2.010, -0.547, -0.046)  -0.1084
N (1.082, 0.707, 0.246)  -0.2886
O (3.228, -0.607, -0.162)  -0.0005
O (1.519, 1.828, 0.078)  0.0065
H (-0.721, 1.268, 0.308)  0.0936
H (-0.357, -0.663, 0.217)  0.1139
H (-0.428, 0.424, -1.232)  0.0807
H (1.409, -1.277, 0.370)  0.1289

Entry from OMol25: a cluster of 2 separate species, C2H3Cl3NO in total in a non-equilibrium geometry (wB97M-V/def2-TZVPD).

maximum force	0.035	Eh/bohr
total charge	-1
HOMO-LUMO gap (alpha / beta)	6.90 / 6.90	eV
ΔE to the lowest compared entry with this formula, charge and spin	28.7	kcal/mol

Each line ends with the Löwdin charge.
CARTESIAN COORDINATES (ANGSTROEM)
C (-0.237, -0.106, -0.053)  -0.0681
C (1.785, -1.626, -0.148)  -1.4959
N (-0.223, 0.378, 1.138)  -0.2522
O (0.232, 1.514, 1.511)  -0.1896
Cl (1.571, -2.416, -1.779)  0.2696
Cl (3.616, -1.578, 0.176)  0.2401
Cl (1.125, -2.844, 1.065)  0.2643
H (-0.397, -1.157, -0.321)  0.0207
H (0.204, 0.450, -0.886)  0.0867
H (-0.800, -0.064, 1.810)  0.1245

Entry from OMol25: a cluster of 10 separate species, H20O10 in total in a non-equilibrium geometry (wB97M-V/def2-TZVPD).

SMILES	O.O.O.O.O.O.O.O.O.O
maximum force	0.090	Eh/bohr
total charge	0
HOMO-LUMO gap	10.57	eV
ΔE to the lowest compared entry with this formula, charge and spin	107.5	kcal/mol

Each line ends with the Löwdin charge.
CARTESIAN COORDINATES (ANGSTROEM)
O (0.011, 0.699, -0.844)  -0.0357
H (-0.950, 0.877, -0.756)  0.0119
H (-0.006, -0.217, -0.978)  -0.0374
O (-0.007, 3.639, 0.488)  -0.0749
H (-0.369, 2.935, -0.142)  0.0456
H (-0.763, 4.203, 0.313)  0.0175
O (2.899, 2.894, -0.805)  -0.0454
H (3.306, 2.439, -0.101)  -0.0151
H (2.745, 3.742, -0.337)  0.0491
O (-2.773, 1.600, -1.993)  -0.0509
H (-3.305, 2.330, -2.212)  0.0036
H (-2.677, 1.620, -0.981)  0.0713
O (0.352, -3.711, 1.440)  -0.0692
H (0.036, -2.849, 1.146)  0.0196
H (0.261, -3.652, 2.408)  0.0439
O (3.826, -2.563, -1.561)  -0.0532
H (3.153, -2.666, -2.240)  0.0273
H (3.425, -2.902, -0.760)  0.0251
O (2.481, -0.133, 0.893)  -0.0255
H (3.064, 0.181, 0.277)  -0.0327
H (2.891, -0.249, 1.782)  0.0661
O (-0.644, 0.689, 3.084)  -0.0449
H (-0.191, 1.437, 3.419)  0.0100
H (-1.586, 0.808, 3.268)  0.0349
O (-1.020, -1.860, -1.681)  -0.0206
H (-1.551, -2.373, -2.356)  0.0998
H (-0.235, -2.284, -1.808)  -0.0210
O (-4.172, -1.555, -0.073)  -0.0739
H (-3.536, -2.017, 0.464)  0.0114
H (-4.667, -1.063, 0.644)  0.0633

Entry from OMol25: a structure of composition C23H23ClIMnN3O5S in a non-equilibrium geometry (wB97M-V/def2-TZVPD).

maximum force	0.040	Eh/bohr
total charge	0
HOMO-LUMO gap (alpha / beta)	7.15 / 6.94	eV
2S+1	2
ΔE to the lowest compared entry with this formula, charge and spin	17.5	kcal/mol

Each line ends with the Löwdin spin population.
CARTESIAN COORDINATES (ANGSTROEM)
Mn (-0.379, -0.602, -0.778)  0.9526
C (-0.107, -3.623, -0.762)  -0.0010
C (-0.839, -3.377, 0.552)  -0.0006
N (-0.875, -1.946, 0.909)  -0.0038
C (-2.141, -1.589, 1.570)  0.0001
C (-3.357, -1.702, 0.638)  0.0016
S (-3.151, -1.217, -1.103)  0.0172
C (-2.945, -2.808, -1.943)  0.0002
C (-1.590, -2.900, -2.635)  0.0023
N (-0.458, -2.612, -1.755)  -0.0002
H (0.968, -3.560, -0.597)  0.0000
H (-0.315, -4.641, -1.115)  -0.0003
H (-1.867, -3.721, 0.468)  0.0000
H (-0.387, -3.977, 1.348)  -0.0001
H (-0.116, -1.721, 1.544)  -0.0001
H (-2.328, -2.231, 2.441)  0.0000
H (-2.053, -0.566, 1.916)  0.0000
H (-3.769, -2.712, 0.635)  0.0004
H (-4.140, -1.060, 1.039)  0.0002
H (-3.104, -3.626, -1.240)  0.0000
H (-3.722, -2.898, -2.703)  0.0002
H (-1.494, -3.892, -3.096)  0.0001
H (-1.551, -2.157, -3.433)  0.0001
H (0.343, -2.408, -2.341)  0.0009
Cl (5.937, 0.641, -3.249)  0.0004
C (4.219, 0.427, -3.058)  0.0022
C (3.366, 0.899, -4.013)  -0.0016
C (1.971, 0.760, -3.886)  0.0026
I (0.735, 1.510, -5.369)  0.0006
C (1.399, 0.141, -2.785)  -0.0018
O (0.134, -0.019, -2.590)  -0.0011
C (2.320, -0.381, -1.804)  0.0007
N (1.737, -1.027, -0.755)  -0.0085
C (2.502, -1.490, 0.203)  0.0056
C (3.902, -1.370, 0.195)  -0.0013
C (4.505, -0.751, -0.862)  0.0062
C (3.717, -0.233, -1.912)  -0.0006
H (3.770, 1.399, -4.883)  -0.0001
H (2.011, -1.985, 1.035)  0.0000
H (4.479, -1.769, 1.017)  -0.0003
H (5.581, -0.645, -0.905)  0.0004
O (0.452, 0.985, 0.529)  -0.0013
C (-0.709, 1.428, 0.736)  0.0018
O (-1.706, 0.867, 0.205)  0.0256
C (-0.902, 2.605, 1.635)  0.0003
C (-2.181, 3.010, 1.986)  0.0004
C (-2.391, 4.097, 2.840)  0.0001
C (-1.271, 4.741, 3.300)  -0.0001
O (-1.205, 5.823, 4.133)  -0.0001
C (0.184, 6.115, 4.297)  0.0000
O (0.930, 5.161, 3.544)  0.0000
C (0.007, 4.341, 2.945)  0.0000
C (0.232, 3.276, 2.118)  -0.0001
H (-3.022, 2.472, 1.572)  0.0003
H (-3.383, 4.422, 3.121)  0.0000
H (0.446, 6.027, 5.353)  0.0000
H (0.387, 7.117, 3.916)  0.0000
H (1.223, 2.950, 1.837)  -0.0001

Entry from OMol25: a structure of composition C5H6LuO2 in a non-equilibrium geometry (wB97M-V/def2-TZVPD).

maximum force	0.056	Eh/bohr
total charge	+1
HOMO-LUMO gap	7.63	eV

Each line ends with the Löwdin charge.
CARTESIAN COORDINATES (ANGSTROEM)
C (1.762, -0.690, 2.049)  0.0927
C (0.827, -0.856, 1.169)  -0.1685
C (-0.519, -1.320, 0.768)  -0.1044
C (-1.276, -1.944, 1.904)  -0.2126
O (-2.458, -1.765, 2.115)  -0.3074
Lu (-4.464, -0.140, 1.535)  1.2129
H (2.164, -0.814, 3.048)  0.1042
H (-0.408, -2.104, -0.004)  0.1544
H (-1.106, -0.510, 0.315)  0.1114
H (-0.697, -2.618, 2.567)  0.1583
C (2.099, -0.110, 0.620)  -0.2467
O (1.976, 1.249, 0.323)  -0.0247
H (2.738, -0.635, -0.106)  0.1340
H (2.842, 1.666, 0.363)  0.0965

Entry from OMol25: a cluster of 2 separate species, C3H11NS2 in total in a non-equilibrium geometry (wB97M-V/def2-TZVPD).

SMILES	CNC.CSS
maximum force	0.029	Eh/bohr
total charge	0
HOMO-LUMO gap	9.57	eV
ΔE to the lowest compared entry with this formula, charge and spin	18.6	kcal/mol

Each line ends with the Löwdin charge.
CARTESIAN COORDINATES (ANGSTROEM)
C (2.360, 1.075, -0.346)  -0.1689
N (1.525, 0.552, 0.726)  -0.1702
C (1.478, -0.907, 0.676)  -0.1614
H (3.286, 0.492, -0.433)  0.0763
H (1.960, 1.083, -1.364)  0.0713
H (2.736, 2.066, -0.076)  0.0731
H (0.600, 0.951, 0.574)  0.0591
H (1.470, -1.329, -0.337)  0.0728
H (0.598, -1.390, 1.112)  0.0658
H (2.336, -1.293, 1.222)  0.0732
C (-3.052, -0.952, 0.164)  -0.4849
S (-3.423, 0.720, -0.342)  0.3415
S (-2.017, 1.350, -1.605)  0.2894
H (-1.989, -1.179, 0.122)  0.0165
H (-3.521, -1.714, -0.461)  0.0329
H (-3.429, -1.023, 1.182)  0.0273
H (-0.918, 1.499, -0.812)  -0.2138